Record 1
8
Properties=species:S:1:pos:R:3:forces:R:3 method="wB97M-V/def2-TZVPD" de_lowest_kj_mol=672.5 charge=0 e_tot_ev=-9531.392 homo_lumo_gap_ev="8.202 / 8.201" e_homo_ev="-11.94 / -11.94" lumo_energy_ha="-0.1374 / -0.1374"
N -3.6760 -0.0930 1.0809 0.2 0.3 -1.8
N -2.4122 -0.2978 2.8399 1.3 0.0 0.4
N -3.6266 -0.3796 3.2022 -0.3 -0.1 0.4
N -2.4573 -0.1227 1.5417 4.7 0.3 -1.1
C -0.5140 0.0411 0.6615 -5.9 -0.4 2.4
H 1.1450 0.0849 -0.8292 0.2 0.0 -0.3
N -4.4008 -0.2526 2.1123 -0.9 -0.1 0.3
C 0.2734 0.0336 -0.2329 0.6 0.1 -0.3

=====

Record 2
69
Properties=species:S:1:pos:R:3:forces:R:3 method="wB97M-V/def2-TZVPD" de_lowest_kj_mol=395.7 charge=0 e_tot_ev=-284977.770 homo_lumo_gap_ev=6.296 e_homo_ev=-7.69 lumo_energy_ha=-0.0514
C -5.5183 -1.9434 -2.3259 -0.1 0.1 0.0
C -0.8473 3.5606 1.7738 0.0 0.0 0.2
C 5.8483 -1.3805 -0.8816 0.0 0.0 0.0
H -4.1227 -3.0998 -1.1792 0.0 0.0 0.0
C 5.0037 -0.5318 -1.5729 0.0 0.0 0.0
H 0.1932 -2.3852 -1.0946 0.0 0.0 0.0
F -1.6650 -0.3224 0.8148 0.3 0.2 -0.1
F 3.7657 -2.2942 1.8721 0.0 0.0 0.0
Br 0.9156 3.0359 1.1916 0.0 0.0 0.0
N -0.5724 2.7694 -2.2006 0.1 0.0 0.2
H 1.4611 -2.5611 2.9965 0.0 0.0 0.0
H 0.5444 -4.8289 3.2030 0.0 0.0 0.0
F 5.4672 0.0330 -2.6876 0.0 0.0 0.0
H -4.9847 1.2077 -3.4564 0.0 0.0 0.0
N -2.5714 1.0084 -2.2736 0.1 0.2 0.2
C -0.2013 -4.2471 -0.0485 0.0 0.0 0.0
H -0.9321 3.2772 2.8156 0.0 0.0 0.0
H 2.0937 1.9626 5.7144 0.0 0.0 0.0
F -3.7485 -1.0457 1.4589 0.0 0.1 0.0
C -1.7436 3.9662 -3.9011 0.0 0.0 0.0
N -2.6488 1.9173 -3.1125 0.1 0.0 0.1
C 0.4865 -4.3112 2.2545 0.0 0.0 0.0
P 1.5321 -0.6644 0.7230 0.1 0.4 0.0
C 3.7203 -0.2772 -1.1156 0.1 0.0 -0.1
C -0.1126 -4.9201 1.1603 0.0 0.0 0.0
H -0.6804 -4.7167 -0.8983 0.0 0.0 0.0
C -3.3314 -1.1817 -1.6887 0.0 0.0 -0.1
H -2.6076 3.9944 -4.5487 0.0 0.0 0.0
C 0.3248 4.8060 -3.0695 0.0 0.0 0.0
F 7.0765 -1.6144 -1.3261 0.0 0.0 0.0
C 0.7565 0.0569 3.2537 0.0 0.0 0.0
C 5.4044 -1.9731 0.2830 0.0 0.0 0.0
O -0.1136 -0.6659 -2.0281 0.1 -0.4 -0.6
H -6.7202 -0.5571 -3.4515 0.0 0.0 0.0
H 3.8801 0.6446 2.0640 0.0 0.0 0.0
C 4.1210 -1.7116 0.7274 0.0 0.0 0.0
B -2.5083 -0.7352 1.9717 -0.1 -0.1 0.0
H 1.1259 5.5307 -3.0530 0.0 0.0 0.0
Br -2.2322 2.6595 0.8059 0.0 0.1 -0.2
C -1.6137 2.8948 -3.0298 0.0 -0.1 0.1
H -2.3600 -1.3464 -1.2438 0.0 0.0 0.0
H -0.8456 5.7897 -4.5822 0.0 0.0 0.0
In -0.3475 0.7871 -0.8665 -0.6 -0.3 0.2
C 0.3015 -2.9604 -0.1755 0.0 0.0 0.0
C -0.7658 4.9423 -3.9147 0.0 0.0 0.0
H 4.0342 1.8678 4.1841 0.0 0.0 0.0
H 1.2238 3.5590 -1.5752 0.0 0.0 0.0
C 0.9151 -2.3585 0.9220 0.0 0.0 0.1
C 1.8474 0.0077 2.3827 -0.1 -0.1 0.0
H -6.2825 -2.7100 -2.3152 0.0 0.0 0.0
C 3.1117 1.3645 3.9242 0.0 0.0 0.0
C 1.0022 -3.0327 2.1384 0.0 0.0 0.0
H -0.5216 -5.9181 1.2561 0.0 0.0 0.0
Br 2.7179 0.9030 -2.1830 0.0 0.2 0.1
H -0.9436 4.6272 1.6222 0.0 0.0 0.0
C 0.8477 0.7556 4.4467 0.0 0.0 0.0
H -0.0058 0.7777 5.1123 0.0 0.0 0.0
C 0.3808 3.7048 -2.2362 0.0 0.0 -0.1
C 3.2377 -0.8750 0.0498 0.0 -0.1 0.1
C -3.5846 0.0204 -2.3354 -0.1 0.0 0.0
C 2.0230 1.4176 4.7818 0.0 0.0 0.0
C -4.3098 -2.1666 -1.6922 0.1 0.0 0.1
C -4.8038 0.2549 -2.9797 0.1 0.0 0.0
F -1.8779 -1.8182 2.5571 0.0 0.0 0.0
F 6.2078 -2.7790 0.9693 0.0 0.0 0.0
C 3.0248 0.6639 2.7290 0.0 0.0 0.0
C -5.7670 -0.7303 -2.9699 0.0 -0.1 0.0
H -0.1645 -0.4553 3.0063 0.0 0.0 0.0
F -2.5401 0.3509 2.8468 0.0 0.0 0.0

=====

Record 3
55
Properties=species:S:1:pos:R:3:forces:R:3 method="wB97M-V/def2-TZVPD" charge=+1 e_tot_ev=-71912.874 homo_lumo_gap_ev=6.679 e_homo_ev=-10.05 lumo_energy_ha=-0.1238
H 0.4223 2.1003 -0.6534 0.1 0.0 -0.2
F -0.1081 -0.3960 -0.4668 -6.8 -2.8 0.2
C 0.7809 -2.8822 2.5997 -0.3 -0.2 -0.2
H 0.2894 -2.7387 4.6972 -0.1 -0.1 -0.3
H 5.5858 1.0811 -0.0339 -0.3 0.3 -0.3
H 3.1271 1.9934 1.4379 0.1 -0.3 0.0
H 2.5418 3.0939 -0.6953 0.1 -0.2 -0.3
H -5.9728 2.3169 -2.4252 0.3 0.1 0.1
F -2.2403 -0.9103 -1.9094 -0.3 0.1 -0.9
H -4.3305 4.2009 -2.6266 0.1 -0.4 0.3
H 3.8540 0.0878 -2.2043 0.1 -0.1 0.2
N 1.2924 0.2276 -0.4382 4.4 2.2 0.1
H 1.8333 -2.6252 2.7324 -0.2 -0.3 0.1
H 1.7360 -0.8573 -2.1344 0.1 -0.2 0.1
H 0.9446 -3.1458 0.4484 -0.3 0.2 0.1
C -4.7187 1.1725 -1.1156 0.1 0.0 0.0
H 3.7895 0.3245 1.3877 0.0 0.3 0.0
C -1.9430 -3.4727 2.2462 0.2 0.3 -0.2
C -1.0945 -3.2582 1.1657 -0.1 0.4 -0.7
C 4.9160 1.7775 -0.5617 0.1 0.7 0.3
O -0.7575 -3.3538 -1.4185 -0.4 0.6 0.1
H -5.3925 0.3256 -1.0367 0.0 0.2 0.0
H 2.8844 2.2182 -2.2355 0.1 0.2 0.3
H -2.9785 -3.7466 2.0531 0.1 0.3 0.1
C -2.5795 2.1510 -0.5233 -0.3 0.1 -0.2
H 0.9591 1.1460 1.4119 0.0 -0.2 -0.1
H 5.1804 1.9014 -1.6227 -0.1 -0.1 0.5
C 0.2839 -3.1007 1.3141 -0.1 0.4 0.5
C 3.5289 -0.1058 -1.1767 1.5 0.1 -0.4
C 2.1665 -0.7238 -1.1406 -1.3 0.3 0.6
S -3.1562 -0.4067 0.4446 -1.3 0.7 1.0
H -2.1091 -3.3933 4.3759 0.3 0.0 -0.1
C -5.0217 2.2899 -1.8912 0.2 0.0 0.0
H -1.6330 2.0873 0.0085 -0.2 0.0 0.0
C -1.4286 -3.2997 3.5305 0.1 -0.1 -0.2
C -4.0965 3.3320 -2.0024 -0.1 -0.1 0.1
H 0.7958 1.2359 -2.1741 -0.1 0.2 0.1
C 3.0628 1.0170 0.9484 1.5 0.6 0.2
C -0.0862 -2.9505 3.6955 -0.1 0.1 0.2
C 1.6801 0.4505 0.9721 -1.1 -0.4 -0.9
O -4.3884 -1.1740 0.4843 1.0 0.6 0.1
S -1.7953 -2.9731 -0.4791 0.0 -1.7 0.6
C 2.5172 2.1266 -1.2072 1.4 0.8 -0.2
C -3.5103 1.1118 -0.4300 0.2 0.0 -0.5
Cl 5.0462 3.3879 0.2333 -0.1 -0.9 -0.4
C 1.1646 1.4976 -1.1808 -0.7 -1.3 0.6
O -2.4732 -0.0561 1.6765 0.0 -0.4 -0.6
N 3.5163 1.2294 -0.4881 -0.2 0.2 0.1
H 4.2694 -0.7157 -0.6478 0.0 0.1 -0.3
O -3.0960 -3.6038 -0.5130 0.8 0.4 -0.2
H 1.6299 -0.5092 1.4941 -0.1 0.2 -0.1
C -2.8808 3.2679 -1.3112 0.0 -0.3 0.0
C -1.9868 -1.1734 -0.6266 2.0 -0.4 0.4
H -2.1553 4.0818 -1.4037 -0.3 -0.3 0.1
H 2.1346 -1.6616 -0.5839 0.0 0.0 -0.2

=====

Record 4
23
Properties=species:S:1:pos:R:3:forces:R:3 method="wB97M-V/def2-TZVPD" de_lowest_kj_mol=112.8 charge=0 e_tot_ev=-51600.396 homo_lumo_gap_ev="6.273 / 6.275" e_homo_ev="-7.85 / -7.86" lumo_energy_ha="-0.0581 / -0.0581"
H 0.2255 2.8816 -0.8517 -0.1 0.5 -0.1
H -0.0343 0.2055 1.9998 0.2 0.5 -0.5
H 0.9812 2.1832 0.5871 -0.3 0.1 -0.1
C -0.6862 -0.4027 -0.1191 -1.1 1.9 2.0
H 0.2887 -1.4615 1.4654 -0.8 1.1 0.3
H 0.4172 -2.2017 -0.7388 -0.7 0.3 0.6
H -1.3590 -0.8886 2.0095 0.5 0.0 -1.0
C -0.4585 -0.6005 1.4077 1.3 -2.2 0.8
C -2.1747 0.0397 -0.1120 0.0 4.7 -1.2
Cl 3.8630 0.4536 -1.6483 0.6 0.6 -1.3
H -0.7528 2.2712 0.5068 -2.1 0.6 1.4
H -2.5590 0.6369 -0.9987 0.9 -0.4 0.6
C -0.5854 -1.7201 -0.8441 4.1 1.2 1.8
S 3.5900 -1.8598 0.5413 -0.8 0.7 -0.3
H -2.5700 0.6169 0.7618 0.9 -0.6 -0.5
Cl 3.2153 1.3334 1.2108 0.1 0.6 0.6
H -0.6557 -1.6721 -1.8413 -0.7 0.8 -4.0
H -1.3281 -2.3232 -0.5351 -2.3 -2.3 1.4
H -2.7099 -0.7893 -0.2197 -2.4 -3.7 0.1
C 0.0904 2.1605 -0.0666 2.3 -2.3 -1.7
P 2.7791 -0.1737 -0.1002 -1.2 -1.4 0.7
C 0.0490 0.7774 -0.6803 2.0 -1.9 -0.6
H 0.3743 0.5332 -1.7345 -0.4 1.0 1.1

=====

Record 5
14
Properties=species:S:1:pos:R:3:forces:R:3 method="wB97M-V/def2-TZVPD" de_lowest_kj_mol=251.0 charge=0 smiles="N[C@@H](CO)C(=O)O" e_tot_ev=-10855.766 homo_lumo_gap_ev=10.264 e_homo_ev=-9.53 lumo_energy_ha=0.0269
H -0.9454 -1.5755 -1.5846 0.3 0.9 0.3
N -0.0991 -1.1822 -1.1639 -1.9 0.1 1.3
O 1.5677 -0.8897 0.8093 -0.7 -0.3 -0.1
C 1.0669 0.3235 0.4469 4.0 0.6 0.4
H -3.2234 0.0986 0.0904 -0.2 0.0 -0.1
H -1.2016 -0.7226 0.8029 -0.5 1.1 -0.2
C -0.1048 0.1445 -0.6375 1.9 2.8 0.8
H 2.3893 -0.7673 1.3165 -0.4 0.4 -0.1
H 0.6551 -1.2645 -1.7408 2.2 -0.8 -2.0
O 1.7330 1.3111 0.8357 -3.1 -1.8 -1.5
O -2.5022 0.3227 -0.5004 -0.1 -0.6 -0.8
H -1.5570 1.0462 1.0029 1.8 0.6 0.3
C -1.3039 0.2840 0.2764 -1.8 -1.6 0.0
H 0.2392 0.9956 -1.4119 -1.5 -1.5 1.6

=====

Record 6
39
Properties=species:S:1:pos:R:3:forces:R:3 method="wB97M-V/def2-TZVPD" charge=0 smiles="Cc1nnc(SCC(=O)Nc2ccccc2F)n1-c1ccc(F)cc1" e_tot_ev=-42134.850 homo_lumo_gap_ev=8.993 e_homo_ev=-8.55 lumo_energy_ha=0.0163
C -2.0575 -0.4457 -3.1066 -0.1 0.0 0.0
C 1.1236 -2.6062 1.7766 -0.2 0.0 -0.2
C -2.6632 -0.2230 -0.0806 -0.4 0.3 0.2
C 2.3682 -1.8095 1.3817 -0.4 0.0 0.1
C -5.0283 0.0331 0.2253 -0.1 0.2 0.1
C -3.4812 1.5146 1.3550 -0.3 0.0 0.1
H 1.1894 -0.1741 1.2579 0.2 -0.2 0.0
C 2.4826 1.6966 0.2658 0.2 0.0 0.0
H -2.9381 -1.0553 -3.3068 -0.1 0.0 -0.1
C 5.1532 1.2554 -0.1283 0.0 0.1 0.0
H 2.7898 3.6497 -0.5182 -0.1 0.1 0.0
N -1.5800 -0.8997 -0.6725 0.8 -0.5 -0.2
C -0.5602 -1.5625 -0.0410 0.0 -0.1 -0.1
N 2.1443 -0.4967 1.1419 -0.4 0.5 0.1
C -3.9637 -0.6310 -0.3535 0.2 0.1 0.1
C -1.2581 -1.0258 -2.0066 0.0 0.1 0.1
C -2.4205 0.8500 0.7702 -0.1 -0.1 -0.2
H -2.3845 0.5601 -2.8479 0.0 0.1 -0.1
H -6.0461 -0.2649 0.0312 -0.1 0.0 0.0
F -5.8050 1.7429 1.6391 0.1 -0.1 0.0
N -0.1516 -1.6949 -2.1283 -0.3 0.2 -1.3
C 3.0135 0.4541 0.6149 0.1 0.1 -0.1
C -4.7699 1.0956 1.0736 0.1 -0.1 -0.1
H 5.2207 3.2625 -0.8772 0.1 0.1 0.0
H -1.4446 -0.4171 -4.0023 0.0 0.0 0.0
F 1.1484 1.9000 0.4593 0.1 -0.1 0.0
H 1.2269 -2.9396 2.8103 0.0 0.0 -0.1
H 4.7976 -0.7107 0.6606 0.0 0.0 0.0
S -0.4661 -1.7349 1.6906 -0.1 -0.1 0.4
H -3.3194 2.3490 2.0179 0.0 0.1 0.1
H -1.4082 1.1693 0.9624 0.1 0.0 0.0
O 3.4389 -2.3647 1.3309 0.3 -0.2 -0.1
C 3.2509 2.7083 -0.2646 -0.2 -0.1 0.1
N 0.2864 -2.0405 -0.9073 0.2 -0.2 1.1
H -4.1375 -1.4708 -1.0085 0.0 -0.1 0.0
C 4.3727 0.2458 0.4069 0.0 -0.1 0.0
C 4.6036 2.4816 -0.4617 0.1 0.0 0.0
H 1.0673 -3.4793 1.1259 0.1 0.1 0.1
H 6.2058 1.0783 -0.2859 0.1 0.0 0.0

=====

Record 7
45
Properties=species:S:1:pos:R:3:forces:R:3 method="wB97M-V/def2-TZVPD" de_lowest_kj_mol=158.3 charge=0 e_tot_ev=-31200.025 homo_lumo_gap_ev=9.789 e_homo_ev=-10.35 lumo_energy_ha=-0.0208
H 1.7235 0.7370 3.8628 -0.1 0.2 -0.9
O 3.0914 -1.2799 1.8988 0.7 -1.8 -0.3
O -1.2873 -3.9248 2.3946 -1.1 -1.5 -0.3
H 1.6507 -0.5267 -1.2448 -1.1 -0.6 1.1
O -2.1267 0.3174 -1.2006 1.5 -1.9 -0.2
O 0.3280 -1.6849 2.4429 -0.9 -0.3 -0.7
H 2.7564 0.9461 -0.6300 0.2 -0.4 -0.1
H -2.8407 0.7474 -0.8101 -2.0 1.5 1.2
O 0.3399 -0.1031 0.1371 1.4 0.4 -0.5
H 1.2742 -1.7406 2.3066 1.0 -0.2 -0.2
H -2.3840 -3.1938 -0.0601 0.2 -2.0 0.6
H -1.6503 1.6124 -3.8949 -0.6 0.5 1.0
H 0.3097 0.2472 -4.2242 0.6 0.4 -3.8
H -2.5570 -1.8092 0.4323 -0.1 0.8 1.6
H 1.2000 1.9460 -0.7750 1.0 -0.8 1.6
H 3.8117 -1.1832 1.2599 -0.4 0.0 0.2
H -0.6056 2.9289 -0.3084 -0.5 0.2 0.2
O -1.3148 3.0897 0.3451 0.0 0.1 -0.5
H -2.0937 0.8603 2.4688 -1.6 -0.8 -0.2
O -0.7807 -2.1950 -2.4916 0.1 -0.3 -0.4
H -1.3427 -2.4048 -1.7519 -0.1 -0.2 0.3
O 0.1391 0.2159 -3.3396 -0.3 0.1 3.9
O 1.6772 0.8840 2.8935 1.9 0.3 1.7
H 2.7372 -0.4270 2.0732 -0.3 1.9 0.1
H 1.8829 0.0185 -2.5827 0.1 -0.2 -0.1
H -1.0409 -3.0333 2.2924 0.9 1.8 -0.6
H -2.3625 -0.6258 -1.1852 0.1 0.1 -0.4
H 0.1910 -1.4281 3.3384 0.0 0.4 1.0
O 2.3703 -0.2566 -1.7920 1.2 0.4 -1.0
H -1.9381 1.4243 -2.3784 0.0 0.0 -0.3
O 2.7888 1.6190 0.0753 0.3 0.1 0.2
H 1.2561 2.3823 -2.1721 1.1 0.3 -1.7
O -2.5092 -2.3171 -0.3470 -0.5 0.8 -1.5
H -0.0401 1.1010 -2.9571 -0.1 -0.2 -0.4
H -0.9754 -4.0919 3.2740 0.2 -0.6 0.7
H -1.1994 1.7535 3.1991 0.3 0.9 0.7
H 0.8002 0.6948 2.6375 -1.8 -0.3 -0.7
H -0.4936 0.1825 -0.1884 -1.3 0.6 -0.7
O -1.2280 1.2059 2.4280 1.2 -0.1 -0.2
H 3.2801 2.3312 -0.3390 0.2 0.3 0.2
H -1.2267 2.3978 1.0021 0.2 -0.1 0.1
H 0.1386 -0.7076 0.8278 -0.1 -0.9 1.1
O 0.7179 2.4290 -1.4196 -2.1 0.8 0.0
H -0.6708 -1.2436 -2.4431 0.3 0.2 -0.3
O -1.7967 2.1047 -3.0544 0.2 0.2 -1.5